[1]
ORCA calculation (the ωB97M-V functional and the def2-TZVPD basis) on a cluster of 16 separate species, C2H37NO15 in total.

Calculated values
Calculated total energy   -1281.6411 hartree
Relative energy (zero: lowest compared OMol25 entry of this formula, charge and spin)   1.4873 eV
HOMO-LUMO gap   9.3936 eV

Element x y z (Å)
C: 2.99333 2.36687 1.06278
N: 1.50380 2.30907 1.06116
C: 0.64292 3.49389 1.01444
H: 3.39051 2.95655 0.20719
H: 3.21209 2.70911 2.08858
H: 3.38021 1.30755 0.89772
H: 1.23071 1.58954 1.82067
H: 0.68777 3.92689 0.01607
H: 0.85323 4.17449 1.90537
H: -0.41298 3.28769 1.20912
H: 1.65180 2.68190 -1.42633
H: 0.74746 3.83005 -1.71461
O: 1.51257 3.36828 -2.13477
H: -1.25690 -3.37376 -0.14305
H: -0.95743 -4.52250 -1.13016
O: -0.68149 -3.67817 -0.86965
H: -2.68645 -2.11411 -3.08771
H: -1.75397 -3.11620 -2.06871
O: -2.10981 -2.96124 -3.01824
H: 0.82013 0.29593 -2.72089
H: 1.28134 1.59014 -3.32891
O: 0.52104 1.15002 -2.95279
H: 2.47356 1.41185 3.29374
H: 1.77661 0.25244 4.04913
O: 2.15950 1.14332 4.16668
H: 0.74217 -1.16060 2.44732
H: -0.28939 -0.35917 3.25782
O: 0.60885 -0.65264 3.24469
H: -1.97038 -0.37578 -1.25562
H: -3.52171 -0.07989 -0.88845
O: -2.80292 -0.72083 -0.95823
H: -2.75190 2.15205 -0.29583
H: -4.03270 2.97900 -0.44548
O: -3.68263 2.17248 -0.13191
H: 0.82784 -3.54174 0.09778
H: 0.07759 -2.98012 1.27522
O: 0.98929 -3.33816 1.03216
H: 3.05431 -1.81764 -1.00350
H: 2.57647 -2.27012 0.38674
O: 2.84880 -1.45731 -0.08930
H: 0.63974 0.29487 0.63966
H: 1.00580 -0.90820 -0.20095
O: 0.44218 -0.62107 0.57675
H: -2.94481 -2.42899 0.09673
H: -3.12397 -3.08166 1.45595
O: -2.69303 -3.08861 0.61065
H: 0.84152 -2.55491 -3.36044
H: -0.16899 -1.53578 -2.73667
O: 0.69936 -1.72914 -3.05441
H: -0.74505 2.11736 -2.07762
H: -0.23919 1.89822 -0.72487
O: -1.10486 2.03543 -1.09981
H: -2.74388 -0.91685 2.02848
H: -1.65797 -0.74248 1.11354
O: -1.86011 -1.36731 1.86278

=====

[2]
ORCA calculation (the ωB97M-V functional and the def2-TZVPD basis) on a structure of composition C2H38NaO19.

Calculated values
Calculated total energy   -1690.9522 hartree
Total charge   -1
HOMO-LUMO gap   7.1150 eV

Element x y z (Å)
Na: 1.80700 20.44700 2.77300
O: -0.12800 18.60700 7.15700
C: -1.05500 18.31000 6.16000
C: -1.19400 19.46200 5.20500
O: -2.06300 19.07500 4.15900
H: -1.95200 18.08300 6.70400
H: -0.69400 17.47600 5.58400
H: -0.30400 19.67800 4.66900
H: -1.57300 20.37900 5.63200
O: 2.03300 18.13100 3.12700
H: 1.78200 17.99500 4.03200
H: 2.77000 17.52300 2.94900
O: -2.11500 20.12400 8.18200
H: -1.46100 19.55300 7.76500
H: -2.83000 19.95800 7.54100
O: -0.77000 22.98700 7.08400
H: -0.37800 23.71100 7.61800
H: -1.42200 22.57600 7.60600
O: 1.97700 17.51700 5.89600
H: 1.16600 17.83600 6.35200
H: 2.02500 16.61400 6.14400
O: -2.84400 21.84300 4.13000
H: -2.48000 20.98000 4.30500
H: -3.29200 22.08200 4.92700
O: 0.71300 19.15000 9.55900
H: 0.57300 18.93600 8.65800
H: -0.14900 19.10900 9.95100
O: -4.24600 18.20900 2.97100
H: -3.46900 18.43700 3.44100
H: -4.69900 19.03500 2.79000
O: -0.09400 22.54900 4.35800
H: -0.48900 21.95900 3.70000
H: -0.72000 22.40000 5.08400
O: -0.61000 17.65600 2.55900
H: 0.29000 17.85300 2.70600
H: -1.14100 18.22200 3.15200
O: -0.53200 16.35500 8.47500
H: -0.37400 17.19500 8.03800
H: -0.73300 15.76900 7.76100
O: 2.46500 20.73200 4.90000
H: 1.70000 21.03100 5.39900
H: 2.90400 19.96000 5.27700
O: -0.54400 20.78000 2.26100
H: -0.91000 20.04400 2.77500
H: -0.75500 20.54400 1.31300
O: -3.27300 16.25800 8.17300
H: -2.36000 16.69100 8.16300
H: -3.84300 16.96800 8.42200
O: -4.14700 19.34600 5.81100
H: -4.72500 20.06800 5.59000
H: -3.32600 19.34500 5.36000
O: -0.26900 15.45000 4.42400
H: -0.32300 15.40800 5.34200
H: -0.44700 16.31900 4.08500
O: -3.45400 16.34300 5.35000
H: -3.60500 16.25500 6.30100
H: -3.10200 17.22000 5.24500
O: 1.02800 20.96600 7.28100
H: 0.57700 20.15400 7.15600
H: 0.47300 21.74500 7.11200